# 1
Below is 2 unconnected molecules or ions with the total composition C5H12O, with properties calculated with ωB97M-V/def2-TZVPD.

Its spin multiplicity is 1. The energy comes out at -7423.2400 eV. For the HOMO-LUMO gap (spin up / spin down), the calculation gives 8.02 / 8.13 eV. Its strongest force on any atom is 1.0 eV/A. As for the total charge: 0.

Last column: natural (NBO) charge in e.
Atoms and positions in Å:
1 C 2.34 -0.39 -0.76  -0.60
2 C 1.47 -0.95 0.37  -0.46
3 C 0.34 -0.05 0.71  0.06
4 O -0.82 -0.57 1.00  -0.36
5 C -1.92 0.08 1.23  -0.15
6 C -1.61 0.83 -1.45  -0.86
7 H 3.22 -1.03 -0.93  0.21
8 H 2.71 0.62 -0.52  0.20
9 H 1.78 -0.32 -1.70  0.21
10 H 2.11 -1.12 1.25  0.20
11 H 1.07 -1.92 0.08  0.22
12 H 0.47 1.01 0.94  0.16
13 H -0.77 0.56 -0.79  0.21
14 H -1.89 1.16 1.32  0.16
15 H -2.83 -0.51 1.28  0.18
16 H -2.16 1.70 -1.07  0.21
17 H -2.30 -0.01 -1.56  0.21
18 H -1.14 1.07 -2.41  0.20

# 2
Below is 2 unconnected molecules or ions with the total composition C5H12O, with properties calculated with ωB97M-V/def2-TZVPD.

Its spin multiplicity is 1. The energy comes out at -7426.1185 eV. For the HOMO-LUMO gap, the calculation gives 10.76 eV. Its strongest force on any atom is 0.5 eV/A. As for the total charge: 0.

Last column: natural (NBO) charge in e.
Atoms and positions in Å:
1 C -0.84 -1.95 -0.17  -0.40
2 C -0.11 -0.90 -0.52  -0.17
3 C 1.80 -0.34 2.47  -0.85
4 C -0.56 0.53 -0.41  -0.46
5 C -0.81 1.14 -1.79  -0.05
6 O -1.13 2.50 -1.60  -0.72
7 H -1.83 -1.84 0.27  0.19
8 H 0.90 -0.85 2.12  0.22
9 H -0.48 -2.97 -0.29  0.20
10 H 0.88 -1.06 -0.96  0.20
11 H 1.56 0.25 3.36  0.21
12 H 2.17 0.32 1.68  0.21
13 H 2.57 -1.07 2.72  0.21
14 H -1.48 0.60 0.18  0.21
15 H 0.21 1.13 0.09  0.22
16 H -1.62 0.59 -2.28  0.16
17 H 0.09 1.02 -2.41  0.15
18 H -1.32 2.89 -2.47  0.47

# 3
Below is 2 unconnected molecules or ions with the total composition C5H12O at a distorted geometry, with properties calculated with ωB97M-V/def2-TZVPD.

Its spin multiplicity is 1. The energy comes out at -7423.4948 eV. For the HOMO-LUMO gap (spin up / spin down), the calculation gives 7.99 / 8.20 eV. Its strongest force on any atom is 1.0 eV/A. As for the total charge: 0.

Last column: natural (NBO) charge in e.
Atoms and positions in Å:
1 C 2.47 -0.41 -0.47  -0.60
2 C 1.50 -1.00 0.57  -0.46
3 C 0.39 -0.06 0.89  0.08
4 O -0.77 -0.56 1.18  -0.36
5 C -1.86 0.06 1.54  -0.17
6 C -1.79 0.88 -1.49  -0.86
7 H 3.33 -1.07 -0.62  0.21
8 H 2.85 0.56 -0.13  0.20
9 H 1.97 -0.26 -1.43  0.21
10 H 2.07 -1.27 1.47  0.20
11 H 1.07 -1.93 0.19  0.22
12 H 0.52 1.01 1.02  0.15
13 H -0.88 0.68 -0.91  0.21
14 H -1.86 1.14 1.62  0.15
15 H -2.74 -0.56 1.60  0.17
16 H -2.37 1.67 -1.02  0.21
17 H -2.39 -0.04 -1.52  0.21
18 H -1.51 1.17 -2.50  0.21

# 4
Below is 2 unconnected molecules or ions with the total composition C5H12O at a distorted geometry, with properties calculated with ωB97M-V/def2-TZVPD.

Its spin multiplicity is 1. The energy comes out at -7424.3702 eV. For the HOMO-LUMO gap, the calculation gives 10.03 eV. Its strongest force on any atom is 1.5 eV/A. As for the total charge: 0.

Last column: natural (NBO) charge in e.
Atoms and positions in Å:
1 C -0.80 -2.55 0.80  -0.24
2 O 0.06 -1.58 0.25  -0.54
3 C -0.67 -0.45 -0.18  -0.10
4 C 0.24 0.69 -0.55  0.04
5 C 1.56 0.67 0.14  -0.67
6 C -0.07 1.60 -1.47  -0.46
7 H -1.34 -2.16 1.68  0.16
8 H -0.19 -3.40 1.12  0.20
9 H -1.54 -2.91 0.07  0.17
10 H -1.31 -0.71 -1.03  0.18
11 H -1.29 -0.08 0.65  0.18
12 H 1.95 -0.01 -0.62  0.25
13 H 1.59 0.17 1.11  0.23
14 H 2.12 1.60 0.14  0.22
15 H 0.25 2.50 1.08  -0.03
16 H -0.98 1.54 -2.05  0.20
17 H -0.19 2.62 0.49  0.02
18 H 0.59 2.46 -1.64  0.20

Number 4 is which compound? C5H12O

Please write out number 1 again, unchanged.
Below is 2 unconnected molecules or ions with the total composition C5H12O, with properties calculated with ωB97M-V/def2-TZVPD.

Its spin multiplicity is 1. The energy comes out at -7423.2400 eV. For the HOMO-LUMO gap (spin up / spin down), the calculation gives 8.02 / 8.13 eV. Its strongest force on any atom is 1.0 eV/A. As for the total charge: 0.

Last column: natural (NBO) charge in e.
Atoms and positions in Å:
1 C 2.34 -0.39 -0.76  -0.60
2 C 1.47 -0.95 0.37  -0.46
3 C 0.34 -0.05 0.71  0.06
4 O -0.82 -0.57 1.00  -0.36
5 C -1.92 0.08 1.23  -0.15
6 C -1.61 0.83 -1.45  -0.86
7 H 3.22 -1.03 -0.93  0.21
8 H 2.71 0.62 -0.52  0.20
9 H 1.78 -0.32 -1.70  0.21
10 H 2.11 -1.12 1.25  0.20
11 H 1.07 -1.92 0.08  0.22
12 H 0.47 1.01 0.94  0.16
13 H -0.77 0.56 -0.79  0.21
14 H -1.89 1.16 1.32  0.16
15 H -2.83 -0.51 1.28  0.18
16 H -2.16 1.70 -1.07  0.21
17 H -2.30 -0.01 -1.56  0.21
18 H -1.14 1.07 -2.41  0.20

Copy entry 2 word for word.
Below is 2 unconnected molecules or ions with the total composition C5H12O, with properties calculated with ωB97M-V/def2-TZVPD.

Its spin multiplicity is 1. The energy comes out at -7426.1185 eV. For the HOMO-LUMO gap, the calculation gives 10.76 eV. Its strongest force on any atom is 0.5 eV/A. As for the total charge: 0.

Last column: natural (NBO) charge in e.
Atoms and positions in Å:
1 C -0.84 -1.95 -0.17  -0.40
2 C -0.11 -0.90 -0.52  -0.17
3 C 1.80 -0.34 2.47  -0.85
4 C -0.56 0.53 -0.41  -0.46
5 C -0.81 1.14 -1.79  -0.05
6 O -1.13 2.50 -1.60  -0.72
7 H -1.83 -1.84 0.27  0.19
8 H 0.90 -0.85 2.12  0.22
9 H -0.48 -2.97 -0.29  0.20
10 H 0.88 -1.06 -0.96  0.20
11 H 1.56 0.25 3.36  0.21
12 H 2.17 0.32 1.68  0.21
13 H 2.57 -1.07 2.72  0.21
14 H -1.48 0.60 0.18  0.21
15 H 0.21 1.13 0.09  0.22
16 H -1.62 0.59 -2.28  0.16
17 H 0.09 1.02 -2.41  0.15
18 H -1.32 2.89 -2.47  0.47

Look up the strongest force on any atom of the second one. 0.5 eV/A